111
Properties=species:S:1:pos:R:3:forces:R:3 method="wB97M-V/def2-TZVPD" e_lumo_ev=-2.585 total_charge=+1 multiplicity=1 homo_lumo_gap_ev=10.02
C 6.266820 -3.406454 -0.779971 -0.390 0.515 -0.070
C 5.772134 -1.813956 -0.658821 0.486 -1.873 0.974
O 6.089510 -1.150804 -1.933070 -0.038 1.577 2.445
C 6.395787 0.282308 -1.753912 0.400 0.397 -0.787
C 5.104200 1.144922 -2.328867 2.092 -0.793 -1.747
N 3.834899 0.946645 -1.475851 0.992 2.209 -0.694
C 4.034289 1.680845 -0.162978 0.784 -0.044 3.132
C 2.707246 1.748370 0.797601 0.748 0.257 0.976
N 1.407771 2.038613 0.080466 0.635 -1.996 -0.068
C 1.321980 1.384945 -1.280489 -1.365 -0.182 -1.290
C 0.798735 -0.200112 -1.224207 -0.082 0.085 -1.133
C -0.836257 -0.325830 -1.532323 0.626 -1.731 -0.153
C -1.450509 -1.808040 -1.115363 -0.846 1.090 0.413
Cl -1.839111 0.924011 -0.533130 1.108 -0.905 -0.793
C 2.674563 1.576290 -2.214324 -2.700 -0.247 -0.266
H 6.873935 -3.709343 0.185104 -1.212 0.627 -2.121
H 5.326719 -4.114391 -0.870712 2.044 1.442 0.094
H 6.931687 -3.478551 -1.753097 -1.354 0.031 2.145
H 4.620663 -1.819373 -0.427187 1.933 0.235 -0.489
H 6.342685 -1.360688 0.278844 -1.162 -0.563 -2.170
H 7.362387 0.491969 -2.422053 -2.376 -0.215 1.266
H 6.707534 0.574936 -0.655298 -0.845 -0.736 -2.109
H 5.369637 2.284640 -2.486325 -0.855 -2.280 0.784
H 4.899645 0.713708 -3.420936 0.225 0.817 2.503
H 3.654274 -0.069745 -1.323575 0.218 0.834 -0.110
H 4.848039 1.049340 0.440520 -1.803 1.480 -1.299
H 4.494683 2.757845 -0.273753 -1.107 -2.234 -0.473
H 2.889513 2.653017 1.553494 -0.270 -2.091 -1.819
H 2.668088 0.777962 1.470627 0.081 1.632 -1.487
H 0.669382 1.539208 0.660757 0.959 1.188 -1.007
H 0.454712 1.959162 -1.866520 2.087 -1.225 1.222
H 1.095223 -0.747950 -0.233727 -0.683 1.123 -1.705
H 1.315947 -0.780040 -2.129203 -1.155 0.998 1.896
H -1.057752 -0.164280 -2.672412 0.534 0.116 2.418
H -2.385269 -1.992643 -1.819842 2.131 0.140 1.406
H -1.911157 -1.676849 -0.022114 1.302 -0.606 -2.332
H -0.665489 -2.678725 -1.169592 -1.654 2.021 0.078
H 2.818102 2.722512 -2.458367 0.185 -2.483 0.723
H 2.522601 0.960577 -3.209956 0.289 1.418 2.009
C -4.980240 3.155762 -4.904544 -1.049 -0.398 0.099
C -4.485398 4.557226 -5.295093 -0.362 0.253 1.099
C -3.452116 4.597265 -6.416098 0.594 0.675 -0.747
F -2.335187 3.887628 -6.126536 -0.255 0.423 -0.358
F -3.040811 5.872465 -6.639129 -0.333 -0.104 0.200
F -4.041027 5.194906 -4.177402 0.041 -0.165 -0.514
F -5.583087 5.269345 -5.710161 0.469 -0.436 -0.316
O -4.323941 2.531188 -3.797261 1.959 -0.190 -0.684
C -3.083621 1.895971 -4.099976 -2.254 -0.059 -0.662
C -1.874807 2.604208 -3.471434 0.143 1.026 0.453
F -1.829101 3.919525 -3.799757 -0.058 -0.631 0.410
F -0.708222 2.057468 -3.905228 -0.064 -0.425 -0.232
F -2.976294 1.761757 -5.442730 0.446 -0.584 0.745
F -3.179577 0.631935 -3.602514 0.421 0.517 0.100
H -6.018114 3.275765 -4.569161 0.344 0.174 0.093
H -5.050476 2.482233 -5.768636 0.268 0.293 0.143
H -3.868270 4.215485 -7.351164 -0.176 -0.077 0.080
H -1.904546 2.533283 -2.381888 -0.210 -0.119 -0.179
C -2.536170 -7.125264 -3.398242 0.250 -0.076 -1.097
C -3.289375 -8.115305 -2.496022 1.021 -0.612 -0.040
C -4.435511 -7.519714 -1.685115 -0.922 -0.214 0.760
F -4.034487 -6.517993 -0.866155 -0.444 -0.415 -0.174
F -4.990936 -8.463552 -0.881546 0.246 -0.063 -0.350
F -2.390671 -8.758315 -1.700909 -0.467 0.286 -0.122
F -3.813342 -9.085216 -3.313976 -0.218 0.632 0.212
O -1.342496 -6.549400 -2.859340 -0.720 1.074 1.594
C -1.538990 -5.441603 -1.983151 -0.557 -0.789 -2.102
C -1.169533 -5.753277 -0.525668 0.030 -0.590 0.964
F -1.818317 -6.849810 -0.060223 0.662 0.482 -0.329
F -1.511171 -4.725234 0.295570 0.036 0.140 -0.500
F -2.809135 -4.994027 -2.120739 0.852 0.557 0.285
F -0.736956 -4.446354 -2.452919 0.059 -0.476 0.435
H -2.189445 -7.699330 -4.266744 0.028 -0.046 0.392
H -3.199619 -6.361741 -3.824974 0.050 -0.192 0.374
H -5.223076 -7.135190 -2.337166 0.101 -0.015 -0.185
H -0.096820 -5.932792 -0.425240 0.016 0.063 -0.235
C -5.907615 -0.563071 2.868011 -0.925 -0.385 -0.441
C -5.238029 0.803250 3.083235 -0.950 0.057 0.847
C -3.743179 0.853350 2.785173 0.823 0.464 -0.036
F -3.028727 -0.020829 3.533723 0.037 0.579 -0.452
F -3.243022 2.084937 3.064616 -0.284 0.055 -0.069
F -5.515090 1.235983 4.343916 0.355 -0.084 -0.495
F -5.863274 1.693121 2.245671 0.539 -0.356 -0.135
O -6.042989 -1.397948 4.021939 1.875 -0.138 0.313
C -4.879364 -2.140427 4.380035 -1.445 -0.175 -1.539
C -4.248723 -1.672767 5.699686 0.376 0.392 0.830
F -3.981749 -0.342874 5.692213 -0.366 -0.523 0.159
F -3.065454 -2.302595 5.925984 -0.359 -0.151 -0.388
F -4.009297 -2.118475 3.343201 -0.044 -0.644 0.610
F -5.284698 -3.434659 4.503042 0.337 0.733 0.391
H -6.941161 -0.357086 2.562371 0.228 0.130 0.296
H -5.477262 -1.109472 2.018615 0.155 0.231 0.306
H -3.543006 0.646195 1.731463 -0.202 -0.074 -0.048
H -4.913412 -1.874750 6.542548 -0.130 -0.126 -0.185
C 3.375679 4.775811 4.311551 -0.728 0.828 -0.170
C 4.523261 3.984477 3.664754 0.637 1.238 0.673
C 4.565052 2.498028 4.003353 0.392 -0.879 0.432
F 4.670620 2.265085 5.333598 0.014 -0.207 -0.999
F 5.647262 1.909608 3.430958 0.017 0.185 -0.371
F 5.701920 4.600641 3.955342 -0.455 -0.555 -0.203
F 4.375167 4.101431 2.305083 -0.170 -0.386 -0.011
O 3.677591 5.458045 5.532329 0.434 -1.589 0.714
C 3.646220 4.651597 6.707995 -1.563 0.725 -1.023
C 5.032489 4.448356 7.336362 0.912 -0.174 0.486
F 5.927584 3.955505 6.444258 -0.247 0.473 0.264
F 4.978457 3.556959 8.361306 -0.450 0.300 -0.336
F 3.020704 3.485429 6.422854 0.063 0.420 0.752
F 2.839015 5.305401 7.588576 0.871 -0.325 -0.284
H 3.119835 5.580022 3.610227 0.331 -0.113 0.147
H 2.454743 4.183831 4.393209 0.386 -0.095 0.064
H 3.674862 1.983385 3.634581 -0.137 0.138 -0.012
H 5.428632 5.391159 7.720054 -0.239 0.082 -0.060

***

78
Properties=species:S:1:pos:R:3:forces:R:3 method="wB97M-V/def2-TZVPD" e_lumo_ev=-4.583 total_charge=+1 multiplicity=1 homo_lumo_gap_ev=5.16
C 1.668875 5.644944 0.607868 -0.280 0.439 0.165
N 1.395837 4.261339 0.309066 0.366 -0.464 -0.144
C 2.372932 3.429759 -0.157397 1.277 0.646 -0.431
O 3.536561 3.751394 -0.399407 -1.972 -0.680 0.432
C 1.741644 2.048390 -0.329036 0.742 -0.021 -0.473
C 2.428252 0.994795 0.564598 -0.450 -0.106 0.125
C 3.849202 0.775475 0.184609 0.803 -0.382 -0.805
C 4.348605 0.361230 -1.044630 -0.004 0.507 1.293
N 5.730429 0.357549 -0.991791 -0.105 -0.030 0.033
C 6.147826 0.755607 0.272680 -0.735 -0.073 0.002
C 7.429889 0.898608 0.785605 0.187 0.118 0.520
C 7.553322 1.332208 2.112925 -0.203 -0.202 -0.634
C 6.411438 1.622302 2.884040 -0.511 -0.015 -0.110
C 5.120581 1.480044 2.358814 0.546 -0.012 0.193
C 4.982645 1.020769 1.048435 0.343 -0.037 -0.895
N 0.341084 2.287847 0.018578 -1.666 -1.950 -0.287
C -0.586259 1.313858 -0.073432 1.612 1.102 -0.024
C -1.922834 1.505988 0.271413 -1.785 -0.169 0.346
C -2.938651 0.558798 0.197869 1.191 0.532 -0.190
C -4.309392 0.823783 0.559372 -1.254 0.425 0.397
C -5.306721 -0.188993 0.449020 0.488 0.280 -0.013
C -6.635011 0.059534 0.792183 -0.069 0.297 0.103
C -7.028674 1.327668 1.258018 0.547 -0.298 -0.194
C -6.067679 2.343327 1.375378 0.233 -0.089 -0.071
C -4.735908 2.102200 1.035946 -0.108 -0.435 -0.118
C 0.064737 3.674024 0.441982 0.156 0.942 0.372
C -0.380264 3.756814 1.912763 0.149 -0.178 0.059
C -0.907449 4.405671 -0.501634 0.141 -0.181 -0.191
H 2.730835 5.837443 0.440102 -0.211 -0.138 -0.002
H 1.071355 6.300824 -0.035418 0.203 -0.026 0.062
H 1.417218 5.868162 1.651183 0.149 0.002 -0.154
H 1.825339 1.746014 -1.391657 -0.079 0.150 0.490
H 2.385541 1.332347 1.614614 -0.102 -0.138 -0.342
H 1.846938 0.059528 0.488565 0.127 0.244 0.137
H 3.802776 0.108519 -1.945786 0.249 -0.016 0.088
H 6.346248 0.101243 -1.757268 -0.335 0.133 0.407
H 8.285681 0.664676 0.154184 -0.030 0.124 0.292
H 8.543153 1.450275 2.554004 -0.279 -0.035 -0.142
H 6.543285 1.963658 3.911375 -0.065 -0.076 -0.291
H 4.224751 1.714643 2.936907 0.372 -0.032 0.052
H -0.231374 0.343734 -0.444767 -0.118 0.370 0.144
H -2.203307 2.493254 0.634511 0.132 -0.592 -0.198
H -2.687264 -0.437040 -0.173170 -0.094 0.012 0.041
H -5.006546 -1.175147 0.083691 -0.131 0.291 0.122
H -7.382717 -0.732989 0.700715 0.339 0.266 0.010
H -8.070996 1.523549 1.527058 0.424 -0.110 -0.120
H -6.360302 3.333837 1.735782 0.119 -0.392 -0.143
H -4.013769 2.915783 1.137951 -0.333 -0.245 -0.001
H 0.401869 3.322016 2.552130 -0.244 0.174 -0.138
H -0.534745 4.808017 2.189126 0.059 -0.321 -0.065
H -1.310357 3.213020 2.091324 0.189 0.203 0.094
H -0.485076 4.409771 -1.516516 -0.162 0.064 0.258
H -1.885912 3.922336 -0.536293 0.151 0.240 -0.052
H -1.042171 5.440511 -0.160039 0.055 -0.327 -0.107
C -2.204906 -3.388706 -3.950757 -0.165 0.096 -0.394
N -1.371647 -4.146327 -3.051536 0.086 0.171 -0.016
C -0.610997 -5.224417 -3.673660 -0.044 -0.103 0.203
C -1.283787 -3.716698 -1.769803 -0.121 -0.306 -0.758
C -0.522979 -4.617560 -0.781489 -0.857 1.158 -0.536
C -1.097668 -6.049063 -0.662282 0.358 0.012 0.113
C -1.897104 -6.065311 0.654953 0.164 0.150 0.255
C -1.774922 -4.640571 1.245546 -0.847 0.031 0.093
N -0.729610 -4.013522 0.493941 1.686 -0.628 1.139
O -1.808892 -2.658984 -1.410770 0.175 -0.234 0.069
H -2.684362 -2.591791 -3.384280 0.031 -0.117 -0.212
H -1.600073 -2.961267 -4.757039 -0.107 0.031 0.001
H -2.963431 -4.044231 -4.391809 0.057 0.099 -0.024
H 0.096511 -5.688588 -2.977081 -0.278 0.175 -0.214
H -1.297866 -5.996618 -4.050418 0.207 0.124 0.097
H -0.044887 -4.828654 -4.528652 -0.116 -0.050 0.199
H 0.520453 -4.610245 -1.131776 -0.031 -0.099 0.414
H -1.717010 -6.347186 -1.515889 0.203 0.205 0.153
H -0.250274 -6.740888 -0.602101 -0.250 0.008 -0.078
H -2.943481 -6.328408 0.478158 0.191 -0.010 0.134
H -1.459277 -6.794254 1.342620 -0.198 0.058 -0.112
H -2.749454 -4.120279 1.125921 0.260 -0.097 0.080
H -1.526129 -4.641714 2.314869 -0.162 -0.110 -0.175
H -0.593706 -3.017658 0.597198 -0.263 -0.355 -0.329

***

Short version: ΔE to the lowest compared entry with this formula, charge and spin = 714.3 2.0 kJ/mol, in the order given.
Short version: electronic energy = -145482.3769 -44335.9978 eV, in the order given.